(1)
A molecular structure, C36H51BN10S3Se4Ta in a non-equilibrium geometry. Source: the Open Molecules 2025 dataset; level of theory: the ωB97M-V functional and the def2-TZVPD basis.

Results
total charge = -1
frontier orbital gap (alpha / beta) = 0.19728 / 0.19730 Eh
HOMO energy (alpha / beta) = -0.1661 / -0.1661 Eh

Last column: Mulliken charge in e.
CARTESIAN COORDINATES (ANGSTROEM)
Ta: -1.63161 0.94476 -1.03321  0.34
C: -3.43179 -2.04954 2.61227  -1.61
C: -3.28989 -0.59614 2.03019  2.05
C: -4.30511 0.39901 2.67451  -1.67
C: -1.88046 -0.04802 2.24117  -0.98
C: -1.24827 0.40659 3.42719  -0.83
C: 0.06568 0.66541 3.17208  0.10
C: 0.99472 0.98305 4.32955  0.80
C: 2.45722 1.36482 4.05038  -1.20
C: 0.32928 2.13953 5.07281  -1.54
N: 0.24146 0.29851 1.80358  1.03
N: -0.98703 0.09262 1.24098  0.22
B: 1.50999 0.16957 0.88196  1.00
N: 1.75410 -1.26994 0.28937  0.70
N: 1.41647 -1.56864 -1.00179  -0.32
C: 1.76724 -2.77420 -1.27586  -0.24
C: 2.36717 -3.34709 -0.16393  -0.40
C: 2.36473 -2.39535 0.88262  -0.31
C: 3.03374 -2.49294 2.22620  0.21
C: 1.98151 -2.72387 3.28749  -1.08
C: 4.22115 -1.50731 2.41192  -1.04
C: 1.72185 -3.39667 -2.65628  0.76
C: 1.40783 -4.84393 -2.36427  -1.45
C: 0.67113 -2.81195 -3.61533  -0.49
N: 1.38040 1.22803 -0.29490  0.45
N: 0.53496 1.11951 -1.48451  0.91
C: 0.95953 2.07368 -2.39145  -1.18
C: 1.90026 2.85964 -1.70780  0.05
C: 2.05541 2.35310 -0.41014  0.57
C: 2.89149 2.84524 0.65121  2.16
C: 4.36584 2.50653 0.28248  -1.69
C: 2.83713 4.38261 0.75960  -1.39
C: 0.74818 2.08735 -3.88146  1.96
C: 1.67429 1.03136 -4.50898  -1.25
C: 0.88643 3.48529 -4.54621  -1.41
H: -4.42492 -2.43495 2.42635  0.43
H: -3.36246 -2.05338 3.73346  0.33
H: -2.75515 -2.80272 2.22677  0.33
H: -3.46105 -0.70543 0.90978  -1.07
H: -4.31523 0.43127 3.78711  0.36
H: -5.35413 0.04772 2.38751  0.35
H: -4.25726 1.39654 2.31791  0.38
H: -1.75950 0.65277 4.33943  0.38
H: 0.98087 0.09775 4.97556  0.40
H: 2.95862 0.52638 3.52139  -0.23
H: 2.97957 1.53705 4.97805  0.61
H: 2.53409 2.31863 3.45935  0.27
H: -0.01243 2.96549 4.41619  0.32
H: 0.97400 2.59216 5.82237  0.41
H: -0.58064 1.77525 5.54817  0.39
H: 2.44314 0.51650 1.61615  -0.96
H: 2.72878 -4.35325 -0.02523  0.24
H: 3.50634 -3.50860 2.11759  0.43
H: 1.19837 -1.91059 3.33579  -0.01
H: 2.45426 -2.81302 4.26903  0.40
H: 1.43020 -3.69222 3.08689  0.33
H: 3.94506 -0.54422 1.93319  -0.24
H: 5.11723 -1.90136 1.93224  0.38
H: 4.41281 -1.29277 3.46873  0.35
H: 2.67694 -3.24202 -3.12010  0.27
H: 0.44819 -5.00639 -1.83868  0.24
H: 2.13483 -5.28835 -1.63383  0.32
H: 1.48766 -5.52944 -3.25016  0.39
H: -0.34595 -2.97885 -3.27331  -0.08
H: 0.80147 -3.23979 -4.59274  0.58
H: 0.78039 -1.71168 -3.67215  -0.29
H: 2.41156 3.67710 -2.21511  0.40
H: 2.68630 2.37892 1.61124  -2.07
H: 4.55368 2.95597 -0.73051  0.33
H: 4.48412 1.43500 0.16410  0.28
H: 4.97456 2.90447 1.03707  0.54
H: 3.14435 4.76158 -0.26675  0.29
H: 3.61340 4.63038 1.46145  0.52
H: 1.90934 4.83234 1.08260  0.17
H: -0.20936 1.60427 -4.01574  -0.78
H: 2.67603 1.42029 -4.70135  0.37
H: 1.21226 0.63774 -5.42410  0.38
H: 1.76521 0.16391 -3.83175  0.02
H: 1.98893 3.67253 -4.53398  0.32
H: 0.33243 4.29213 -4.03991  0.23
H: 0.50789 3.42363 -5.62262  0.36
S: -1.21305 2.87381 0.79678  -0.53
C: -1.40681 3.87243 -0.63754  0.91
S: -2.26413 3.13492 -2.00112  -0.20
C: -0.99085 5.21205 -0.60795  0.91
C: -0.96694 6.02551 -1.76437  -0.27
N: -0.83146 6.74269 -2.68682  -0.65
C: -0.83713 5.80542 0.66017  -0.26
N: -0.64938 6.32226 1.70077  -0.63
Se: -1.98948 -0.04230 -3.37715  -0.09
Se: -3.76973 1.13222 -4.48379  -0.30
Se: -5.45052 0.91171 -2.86449  -0.23
Se: -4.38717 1.14219 -0.73831  -0.16
C: -5.75701 -4.49948 -0.36759  -1.25
C: -4.83520 -3.84383 -1.33541  0.84
C: -4.97433 -3.91067 -2.73882  -0.95
C: -3.97066 -3.28868 -3.47049  -0.45
N: -2.89797 -2.69929 -2.88711  -0.28
C: -2.96554 -2.57509 -1.57591  0.41
S: -1.65582 -1.52817 -0.84794  -0.05
N: -3.82937 -3.16041 -0.76479  -0.19
H: -5.16647 -4.76765 0.49502  0.31
H: -6.16657 -5.42364 -0.85241  0.39
H: -6.58323 -3.87371 -0.06651  0.23
H: -5.79223 -4.44608 -3.21199  0.39
H: -3.82873 -3.36554 -4.54113  0.51


(2)
6 unconnected molecules or ions with the total composition C8H26ClO9S3 in a non-equilibrium geometry. Source: the Open Molecules 2025 dataset; level of theory: the ωB97M-V functional and the def2-TZVPD basis.

Results
total charge = -1
frontier orbital gap = 0.32504 Eh
HOMO energy = -0.2292 Eh

Last column: Mulliken charge in e.
CARTESIAN COORDINATES (ANGSTROEM)
Cl: 0.91098 0.92725 -1.27728  1.65
O: -0.19170 0.55141 -0.43472  -0.55
O: 0.71493 0.15633 -2.50173  -0.68
O: 1.03122 2.33562 -1.57129  -0.71
O: 2.17651 0.52502 -0.70431  -0.69
C: 0.38994 -2.73097 -0.62907  -0.12
O: 0.66154 -4.05475 -0.11488  -0.56
H: -0.26422 -2.17805 0.04391  0.08
H: 1.32562 -2.17011 -0.67782  0.10
H: -0.00459 -2.81349 -1.64197  0.18
H: 1.61216 -4.09169 -0.01276  0.32
C: -2.23583 3.20338 -1.42875  -0.22
O: -2.99761 4.41911 -1.36929  -0.59
H: -1.83577 3.03175 -0.42634  0.22
H: -2.90952 2.38536 -1.67110  0.08
H: -1.39825 3.32468 -2.11529  0.20
H: -2.66869 4.97231 -0.66252  0.31
C: -3.54051 -2.16703 -3.64538  -0.91
S: -2.30015 -1.19084 -4.49947  0.57
O: -2.87748 -0.94571 -5.85781  -0.70
C: -2.48559 0.33277 -3.50977  -1.14
H: -4.03120 -2.78236 -4.39666  0.35
H: -4.29578 -1.46041 -3.28613  0.26
H: -3.26155 -2.74603 -2.76693  0.32
H: -1.94616 1.13605 -4.00341  0.42
H: -2.16667 0.12396 -2.48951  0.27
H: -3.52838 0.66394 -3.47973  0.55
C: -1.31212 -0.02093 4.78906  -0.95
S: 0.01531 0.86719 3.92717  0.44
O: 1.24651 0.72657 4.77621  -0.56
C: 0.21295 -0.37781 2.62755  -0.40
H: -1.54315 0.49208 5.72392  0.34
H: -1.08073 -1.06298 4.99683  0.29
H: -2.22999 0.09153 4.20415  0.34
H: 1.05355 -0.12400 1.98041  -0.24
H: -0.63374 -0.50851 1.95721  0.34
H: 0.51024 -1.27713 3.17051  0.41
C: 4.32095 1.52431 1.35840  -0.78
S: 4.62941 0.20330 2.57809  0.31
O: 3.77747 0.56433 3.75715  -0.53
C: 3.73342 -1.05540 1.65021  -0.44
H: 4.54120 2.46296 1.86569  0.38
H: 3.29178 1.60850 1.00525  0.13
H: 4.95844 1.34229 0.49144  0.35
H: 2.96798 -0.70196 0.95527  -0.24
H: 3.35502 -1.80596 2.34752  0.40
H: 4.30224 -1.70588 0.96794  0.43


(3)
C25H29N3O4 in the gas phase. Source: the Open Molecules 2025 dataset; level of theory: the ωB97M-V functional and the def2-TZVPD basis.

Results
total charge = 0
SMILES = COc1ccccc1CN1C[C@H](C(=O)NCc2ccc(N3CCCC3=O)cc2)CCC1=O
frontier orbital gap = 0.33153 Eh
HOMO energy = -0.3051 Eh
relative energy (zero: lowest compared OMol25 entry of this formula, charge and spin) = 0.9380 eV

Last column: Mulliken charge in e.
CARTESIAN COORDINATES (ANGSTROEM)
C: -4.90692 -0.98335 -2.36423  -0.99
O: -4.73422 -0.58908 -1.02057  -0.42
C: -3.95635 -1.35982 -0.20860  0.89
C: -3.49998 -2.62940 -0.54276  -0.62
C: -2.74981 -3.36210 0.36150  -0.62
C: -2.42898 -2.83343 1.59825  -0.97
C: -2.86963 -1.56226 1.92879  -0.16
C: -3.63585 -0.81983 1.04661  0.88
C: -4.11396 0.55610 1.44053  -1.92
N: -3.25629 1.62518 0.95554  0.34
C: -3.46355 2.18279 -0.35832  -1.33
C: -2.13902 2.23573 -1.13531  0.35
C: -1.66223 0.81411 -1.44456  -0.05
O: -1.90707 0.28381 -2.51193  -0.71
N: -0.95834 0.20894 -0.47255  0.61
C: -0.27117 -1.05110 -0.66839  -0.33
C: 1.20824 -0.86968 -0.46235  0.00
C: 1.88408 -1.54673 0.54068  -0.86
C: 3.23847 -1.35374 0.74114  -0.36
C: 3.95086 -0.45918 -0.05647  0.84
N: 5.31743 -0.25154 0.16595  0.10
C: 5.95136 -0.67327 1.40367  -0.78
C: 7.28573 0.07344 1.40620  -0.71
C: 7.58825 0.22392 -0.07856  -0.68
C: 6.21492 0.25272 -0.73268  0.52
O: 5.98074 0.63640 -1.85387  -0.65
C: 3.27133 0.22926 -1.06216  -0.78
C: 1.92234 0.01805 -1.25915  -0.63
C: -1.11085 3.07375 -0.35971  -0.93
C: -1.51429 3.26460 1.10943  -0.76
C: -2.22452 2.06308 1.70714  0.60
O: -1.91708 1.57056 2.77811  -0.67
H: -5.51910 -0.20615 -2.81984  0.27
H: -3.94305 -1.03225 -2.87829  0.38
H: -5.42953 -1.94118 -2.44125  0.38
H: -3.72577 -3.05715 -1.50590  0.41
H: -2.41108 -4.35046 0.08734  0.37
H: -1.84046 -3.40389 2.30091  0.43
H: -2.61267 -1.12787 2.88319  0.41
H: -4.11882 0.63051 2.53118  0.62
H: -5.12098 0.72774 1.05451  0.43
H: -3.87253 3.19980 -0.27988  0.52
H: -4.18116 1.55921 -0.88964  0.39
H: -2.34370 2.68844 -2.10996  0.61
H: -0.83860 0.64640 0.42706  0.13
H: -0.48832 -1.36289 -1.69438  0.51
H: -0.66432 -1.79961 0.02423  -0.24
H: 1.34806 -2.24036 1.17223  0.44
H: 3.73307 -1.91174 1.52011  0.40
H: 5.32529 -0.41150 2.25933  0.48
H: 6.11200 -1.75892 1.39911  0.31
H: 8.05726 -0.46906 1.94855  0.36
H: 7.16362 1.05512 1.86543  0.30
H: 8.15288 1.11922 -0.33010  0.35
H: 8.12836 -0.63998 -0.47222  0.26
H: 3.80729 0.91685 -1.69364  0.44
H: 1.40904 0.55182 -2.04601  0.54
H: -1.01688 4.05761 -0.82315  0.33
H: -0.12726 2.60297 -0.41526  0.27
H: -2.20649 4.10718 1.19129  0.39
H: -0.64258 3.49034 1.72426  0.35